No. 1
Density functional theory data (ωB97M-V with the def2-TZVPD basis set) for a cluster of 4 separate species, H7O3S in total.

Kohn-Sham gap in eV: 7.826
Energy relative to the best compared isomer or geometry (same formula, charge and spin) in kcal per mole: 1.3

```
! wB97M-V def2-TZVPD RIJCOSX def2/J DEFGRID3
* xyz -1 1
S 0.95286 1.31950 -1.27820
H 1.80208 1.95339 -0.45749
H -0.82500 -1.29424 -0.86912
H -1.22327 -0.51925 0.33504
O -1.26946 -1.43721 -0.02160
H -1.92052 1.75485 0.77690
H -0.46782 1.36561 0.29681
O -1.18667 1.16334 0.96353
H 0.74654 -1.74300 0.38039
H 1.69304 -0.86925 -0.32505
O 1.69821 -1.69374 0.19879
*
```

Want to see where the charge sits? The Mulliken charges in e are: atom 1 (S): -0.891, atom 2 (H): 0.045, atom 3 (H): 0.302, atom 4 (H): 0.418, atom 5 (O): -0.762, atom 6 (H): 0.289, atom 7 (H): 0.281, atom 8 (O): -0.689, atom 9 (H): 0.398, atom 10 (H): 0.273, atom 11 (O): -0.664

No. 2
Density functional theory data (ωB97M-V with the def2-TZVPD basis set) for an isolated molecule of C6H13N.

Kohn-Sham gap in eV: 8.625
Structure (SMILES): CCC(=CN)CC
Energy relative to the best compared isomer or geometry (same formula, charge and spin) in kcal per mole: 37.2

```
! wB97M-V def2-TZVPD RIJCOSX def2/J DEFGRID3
* xyz 0 1
C -2.18576 1.44701 -1.02600
C -1.46619 0.34448 -0.17458
C 0.03366 0.26531 -0.12462
C 1.08188 0.63343 -0.91577
N 2.38556 0.56919 -0.47187
C 0.50609 -0.43086 1.13941
C 0.70283 -1.96782 0.93554
H -1.52684 2.30110 -1.08384
H -3.10384 1.62607 -0.46991
H -2.54868 1.14386 -2.01541
H -1.88751 -0.65531 -0.43166
H -1.87164 0.43874 0.84512
H 1.00088 1.04585 -1.93331
H 3.24366 0.48677 -0.98961
H 2.62937 0.18984 0.42658
H -0.37419 -0.54943 1.81300
H 1.07213 0.15553 1.88267
H -0.28215 -2.42154 0.80012
H 1.40843 -2.06038 0.06260
H 1.18230 -2.56182 1.73153
*
```

Want to see where the charge sits? The Mulliken charges in e are: atom 1 (C): -1.245, atom 2 (C): -0.306, atom 3 (C): 0.504, atom 4 (C): -0.273, atom 5 (N): -0.431, atom 6 (C): -1.243, atom 7 (C): -1.011, atom 8 (H): 0.354, atom 9 (H): 0.348, atom 10 (H): 0.285, atom 11 (H): 0.270, atom 12 (H): 0.321, atom 13 (H): 0.371, atom 14 (H): 0.189, atom 15 (H): 0.213, atom 16 (H): 0.251, atom 17 (H): 0.536, atom 18 (H): 0.306, atom 19 (H): 0.233, atom 20 (H): 0.331

No. 3
Density functional theory data (ωB97M-V with the def2-TZVPD basis set) for an isolated molecule of C19H20N4O5.

Kohn-Sham gap in eV: 8.838
Structure (SMILES): COc1cc(-c2noc(CCC(=O)Nc3cccnc3)n2)cc(OC)c1OC
Energy relative to the best compared isomer or geometry (same formula, charge and spin) in kcal per mole: 77.4

```
! wB97M-V def2-TZVPD RIJCOSX def2/J DEFGRID3
* xyz 0 1
C -3.27657 -4.17393 2.02183
O -2.86228 -2.84075 1.81754
C -1.57792 -2.51675 1.51730
C -1.33924 -1.14317 1.51903
C -0.08053 -0.64261 1.24076
C 0.15802 0.78138 1.27927
N 1.33839 1.33512 1.16041
O 1.11536 2.67942 1.25403
C -0.21214 2.83862 1.41538
C -0.78873 4.19999 1.51886
C -0.15102 5.17193 0.51407
C -0.41540 4.68704 -0.90867
O -1.39650 5.01718 -1.53279
N 0.54482 3.83354 -1.36439
C 0.54605 3.07905 -2.53891
C -0.36267 3.25692 -3.57904
C -0.25129 2.44282 -4.69357
C 0.75333 1.48848 -4.73228
N 1.61741 1.31324 -3.74524
C 1.51652 2.08331 -2.68242
N -0.83899 1.71034 1.44262
C 0.96297 -1.50949 0.92225
C 0.73914 -2.87351 0.88555
O 1.69871 -3.77824 0.52904
C 2.97082 -3.29810 0.16373
C -0.53160 -3.40193 1.20880
O -0.79604 -4.74922 1.17821
C 0.15147 -5.64709 1.72291
H -4.33624 -4.10091 2.26779
H -3.14835 -4.78208 1.12518
H -2.74490 -4.63876 2.85589
H -2.15194 -0.47798 1.75762
H -0.62854 4.57316 2.53441
H -1.86242 4.11934 1.34620
H -0.62021 6.14910 0.62929
H 0.91912 5.26154 0.70519
H 1.31266 3.62025 -0.74021
H -1.13151 4.00828 -3.50637
H -0.93711 2.55308 -5.51903
H 0.87779 0.83266 -5.58320
H 2.24073 1.90172 -1.89637
H 1.92437 -1.08553 0.69119
H 2.91459 -2.63161 -0.70176
H 3.54905 -4.18301 -0.09843
H 3.45908 -2.77915 0.99426
H -0.41461 -6.54201 1.98581
H 0.92524 -5.90480 0.99769
H 0.62112 -5.23689 2.62058
*
```

Want to see where the charge sits? The Mulliken charges in e are: atom 1 (C): -0.726, atom 2 (O): -0.443, atom 3 (C): 0.148, atom 4 (C): -0.975, atom 5 (C): -0.287, atom 6 (C): 0.420, atom 7 (N): -0.543, atom 8 (O): -0.205, atom 9 (C): 0.729, atom 10 (C): -0.508, atom 11 (C): -0.886, atom 12 (C): 0.588, atom 13 (O): -0.633, atom 14 (N): -0.104, atom 15 (C): 0.549, atom 16 (C): -0.412, atom 17 (C): -0.415, atom 18 (C): -0.349, atom 19 (N): -0.609, atom 20 (C): -0.390, atom 21 (N): -0.535, atom 22 (C): -0.739, atom 23 (C): 0.842, atom 24 (O): -0.383, atom 25 (C): -0.958, atom 26 (C): 1.083, atom 27 (O): -0.539, atom 28 (C): -0.744, atom 29 (H): 0.280, atom 30 (H): 0.260, atom 31 (H): 0.283, atom 32 (H): 0.536, atom 33 (H): 0.283, atom 34 (H): 0.298, atom 35 (H): 0.393, atom 36 (H): 0.335, atom 37 (H): 0.255, atom 38 (H): 0.503, atom 39 (H): 0.379, atom 40 (H): 0.356, atom 41 (H): 0.362, atom 42 (H): 0.667, atom 43 (H): 0.370, atom 44 (H): 0.232, atom 45 (H): 0.371, atom 46 (H): 0.311, atom 47 (H): 0.230, atom 48 (H): 0.320

Number 1: electronic energy -628.17721 hartree. Number 2: electronic energy -291.09953 hartree. Number 3: electronic energy -1331.20039 hartree.